63
Properties=species:S:1:pos:R:3:forces:R:3 method="wB97M-V/def2-TZVPD" charge=+2 homo_lumo_gap_ha="0.1611 / 0.1607"
Rh -0.059 0.657 0.648 -0.2 -0.7 2.2
N -6.876 6.638 5.556 0.1 0.0 0.0
C -6.099 5.966 5.042 -0.2 0.2 0.1
C -5.140 5.132 4.381 0.2 -0.1 -0.1
C -4.934 3.823 4.814 0.0 0.0 0.0
C -4.008 3.026 4.164 0.0 -0.1 -0.1
C -3.301 3.521 3.071 -0.1 0.1 0.1
C -3.511 4.831 2.642 0.0 0.0 0.0
C -4.419 5.640 3.301 0.0 -0.1 0.1
C -2.339 2.658 2.342 0.0 -0.1 -0.2
C -1.140 2.312 2.984 0.2 0.1 0.6
C -0.763 2.665 4.286 0.0 -0.1 -0.3
C 0.529 2.154 4.511 0.0 -0.1 -0.3
C 0.908 1.527 3.343 0.2 0.1 0.7
N -0.083 1.599 2.411 -0.3 -0.1 -1.7
C -2.684 2.250 1.066 -0.2 0.2 0.2
C -3.918 2.524 0.409 0.3 -0.1 0.1
C -3.877 1.895 -0.807 0.2 -0.1 -0.2
C -2.626 1.251 -0.875 -0.3 0.2 -0.2
N -1.905 1.453 0.226 0.7 -0.4 0.2
H -5.500 3.432 5.648 0.0 0.0 0.0
H -3.855 2.003 4.485 0.0 0.0 0.0
H -2.954 5.220 1.800 0.0 0.0 0.0
H -4.577 6.660 2.980 0.0 0.0 0.0
H -1.369 3.232 4.974 0.0 0.0 0.0
H 1.120 2.219 5.410 0.0 0.1 0.0
H 1.855 1.056 3.147 -0.1 -0.1 -0.1
H -4.727 3.103 0.821 0.0 0.0 0.0
H -4.634 1.879 -1.573 0.0 0.0 0.0
H -2.269 0.681 -1.713 0.1 -0.1 0.0
C 1.262 1.745 -2.157 -0.1 -0.4 0.0
Si 0.497 0.433 -3.269 0.3 1.2 -0.3
C 1.817 -0.607 -4.086 -0.4 0.0 0.0
C -0.866 1.236 -4.277 0.2 -0.3 0.1
N -0.401 -0.757 -2.108 0.4 0.2 1.3
C -1.319 -1.721 -2.592 -0.4 -1.1 -0.4
C -2.274 -2.387 -1.802 0.4 0.3 0.1
C -3.147 -3.291 -2.376 -0.1 0.1 -0.2
C -3.098 -3.555 -3.739 0.1 0.1 0.1
C -2.150 -2.910 -4.525 -0.1 -0.1 -0.2
C -1.280 -2.000 -3.969 0.3 0.1 0.4
H 1.499 2.630 -2.751 0.0 -0.1 -0.2
H 2.185 1.411 -1.682 0.0 0.0 0.0
H 0.568 2.088 -1.382 0.0 0.1 -0.1
H 2.565 0.037 -4.553 0.0 0.1 0.1
H 1.424 -1.259 -4.865 0.1 0.0 0.0
H 2.331 -1.230 -3.352 0.0 0.0 0.0
H -0.480 1.552 -5.249 0.1 0.0 0.0
H -1.229 2.133 -3.775 0.0 0.0 0.1
H -1.715 0.578 -4.466 0.0 0.0 0.0
H -2.345 -2.195 -0.749 0.0 -0.1 0.2
H -3.872 -3.789 -1.748 0.0 0.0 0.0
H -3.799 -4.245 -4.187 0.1 -0.1 0.0
H -2.082 -3.131 -5.581 0.0 0.1 0.0
H -0.543 -1.519 -4.597 -0.1 -0.1 0.0
C 3.537 -2.007 1.489 0.3 -0.4 0.1
C 2.576 -0.968 1.238 0.0 0.5 -0.1
N 1.831 -0.123 1.033 -0.3 -0.3 0.0
H 3.303 -2.500 2.434 0.0 0.0 0.0
H 4.546 -1.596 1.546 -0.1 0.1 0.0
H 3.498 -2.741 0.684 0.0 0.0 0.0
O -0.435 -1.467 0.007 -0.1 1.7 0.9
N -0.077 -0.640 -0.862 -0.9 -0.4 -3.0



66
Properties=species:S:1:pos:R:3:forces:R:3 method="wB97M-V/def2-TZVPD" charge=+1 homo_lumo_gap_ha="0.2351 / 0.2301" multiplicity=3
Pd 0.793 0.890 -1.763 -0.4 0.1 -0.2
C 4.380 1.572 -1.981 0.0 0.1 0.0
As 2.854 1.963 -0.844 -0.2 -0.1 0.0
C 3.162 3.824 -0.421 0.1 0.0 -0.1
C 3.313 1.003 0.795 -0.2 -0.1 0.1
C 4.664 0.857 1.103 -0.1 0.0 0.0
C 5.066 0.135 2.216 0.0 0.0 0.0
C 4.112 -0.447 3.033 0.0 0.0 0.0
C 2.763 -0.295 2.746 -0.1 0.0 0.0
C 2.338 0.428 1.636 0.2 0.1 -0.2
As 0.434 0.646 1.219 0.1 0.0 0.1
C -0.431 -0.271 2.719 0.1 -0.1 0.0
C 0.242 2.455 1.946 -0.1 -0.1 0.0
H 5.265 2.109 -1.642 0.0 0.0 0.0
H 4.132 1.898 -2.990 0.0 0.0 0.0
H 4.585 0.504 -1.988 -0.1 0.0 0.0
H 4.149 3.940 0.024 0.0 -0.1 0.0
H 2.408 4.202 0.259 0.0 0.0 0.1
H 3.108 4.374 -1.360 0.0 0.1 0.1
H 5.420 1.304 0.470 0.0 0.0 0.0
H 6.119 0.028 2.442 0.0 0.0 0.0
H 4.414 -1.016 3.903 0.0 0.0 0.0
H 2.036 -0.750 3.408 0.0 0.0 0.0
H -0.076 0.098 3.681 0.0 0.0 0.0
H -0.275 -1.347 2.660 0.0 0.0 0.0
H -1.502 -0.081 2.639 0.0 0.0 0.0
H 0.728 2.503 2.920 0.0 0.0 0.0
H -0.820 2.677 2.055 0.0 0.0 0.0
H 0.679 3.196 1.283 0.0 0.0 0.0
Cl 0.044 4.437 -1.036 -0.2 0.0 0.0
C -1.160 3.224 -1.263 -0.2 0.2 0.0
C -0.904 2.077 -1.873 0.4 0.4 -0.1
C -1.916 1.024 -1.935 0.1 -0.2 -0.2
Cl -1.321 -1.529 -1.052 1.0 0.4 -0.8
C -3.083 1.009 -1.024 -0.2 -0.7 0.1
Cl -3.886 -1.926 -2.707 0.0 0.1 -0.1
C -3.342 2.378 -0.492 0.2 0.2 0.0
Cl -4.853 2.656 0.290 0.0 0.0 0.0
C -2.501 3.425 -0.680 0.0 -0.2 0.0
Cl -2.925 5.014 -0.196 0.0 -0.1 0.0
C -4.930 -3.477 0.415 0.2 0.2 -0.1
N -3.901 -2.512 -0.079 -0.9 0.1 0.3
N -2.716 -3.094 -0.084 -0.6 -0.4 0.3
C -0.913 0.002 -2.273 0.1 -0.9 1.3
O -1.835 0.188 -3.184 -0.3 0.7 -0.4
C -3.873 -0.015 -0.600 0.2 0.1 -0.3
C -4.325 -1.427 -1.024 0.0 -0.2 0.1
C -5.856 -1.327 -1.046 0.1 0.0 0.1
C 0.240 -2.324 -0.953 0.8 0.3 -0.4
C 1.123 -2.206 -2.028 -0.7 0.3 -0.1
C 2.407 -2.692 -1.901 0.3 -0.2 0.4
C 2.806 -3.302 -0.709 -0.3 0.1 0.1
C 1.903 -3.421 0.347 0.2 0.1 -0.4
C 0.610 -2.920 0.229 -0.2 -0.1 0.3
H -4.455 -4.104 1.163 0.1 0.1 0.0
H -5.311 -4.122 -0.376 0.1 0.1 -0.2
H -5.752 -2.947 0.882 0.0 0.0 0.0
H -4.555 0.293 0.180 0.0 0.0 0.1
H -6.133 -0.507 -1.704 0.0 0.0 -0.1
H -6.255 -1.103 -0.059 0.0 0.0 0.1
H -6.286 -2.251 -1.420 -0.1 0.0 0.0
H 0.794 -1.742 -2.951 0.0 -0.1 0.0
H 3.092 -2.600 -2.733 0.0 0.0 0.0
H 3.812 -3.684 -0.607 0.0 0.0 0.0
H 2.202 -3.895 1.271 0.0 0.0 0.0
H -0.103 -3.000 1.040 0.1 0.0 0.0



Calculated energy above the lowest of the compared OMol25 structures with the same formula, charge and spin in order - 0.000 9.520 eV